Record 1
Below is a structure of composition C86H191AsF6N2P5, with properties calculated with ωB97M-V with the def2-TZVPD basis set.

ΔE to the lowest compared entry with this formula, charge and spin = 53.5 kcal/mol
gap between HOMO and LUMO = 10.02 eV
charge = +5

Geometry as XYZ:
```
291
Properties=species:S:1:pos:R:3:mulliken_charge:R:1
H 7.27044 4.46169 10.53801 0.321
C -2.53954 9.68420 -14.71124 -0.815
H 6.61860 0.12853 -1.62196 0.647
C 1.96429 -1.49248 8.86939 -0.730
C -2.70300 7.47471 -10.83606 -1.138
H -3.91732 5.74272 -13.49900 0.613
H -3.58727 9.77195 -14.99877 0.404
H 1.69349 10.35374 13.86097 0.328
H -9.94969 -7.89500 -7.82410 0.572
H 1.49489 -5.75724 9.34536 0.251
H -8.23169 -5.01410 -5.10456 0.502
C -2.24174 -2.35791 12.16515 -1.107
H -9.59977 -5.91970 -9.92438 0.299
H -3.60151 6.39635 -8.18926 0.401
H 5.95684 -2.20860 -5.84333 0.381
H 3.95285 -1.73962 7.88969 0.388
C 1.48602 11.04141 11.93425 -0.231
H 8.06309 -1.33734 -4.59660 0.634
C 7.85912 -1.93287 -3.70674 -1.376
C 9.09122 9.25316 10.77163 -0.860
H 2.84836 -3.10917 7.68937 0.272
H 2.59689 -1.62929 6.76538 0.332
C -10.58460 -8.06209 -4.69408 -1.177
C 2.96323 7.25712 8.02453 -0.453
H -2.85310 4.05675 -8.15597 0.277
H -1.51155 10.74668 -17.17922 0.343
C 1.85537 -13.37602 0.22059 -0.322
H -6.79017 -7.37788 -3.77146 0.136
C -5.38840 7.35251 -13.11681 -0.487
H -1.19018 6.45585 -14.15903 0.719
C 1.09123 7.70339 -13.68666 -0.334
C 7.41190 1.38468 -3.27134 -0.713
H -4.45197 -7.70502 -3.97677 0.344
C 2.87112 6.34395 5.43758 -1.140
H 9.97002 -4.61526 0.83959 0.434
C -4.88171 -3.91170 14.54532 -1.367
C -0.54962 -11.63427 2.19797 -1.253
H 7.28301 3.87326 12.14586 0.384
C 0.22321 7.07841 -12.56608 -0.778
C 2.54592 -12.80583 -0.84830 -0.407
H -11.29605 -7.27379 -4.44810 0.607
C -5.14850 -2.66553 7.99973 -0.770
C 5.83141 5.60854 11.84317 -0.541
C -3.08853 -1.86177 9.15655 -0.940
F 0.04371 -2.29005 -1.22431 -0.502
H 8.88849 -1.33015 -0.04755 0.558
C 6.20649 9.76238 9.70646 -0.919
C 3.06696 -10.45328 -1.61089 -0.850
H 10.10629 9.13980 11.15226 0.389
H 1.36619 -11.96060 3.09045 0.237
C 0.78633 -6.57305 9.48843 -1.090
H 5.01562 4.88589 11.86237 0.367
H -1.23158 -11.71174 3.04475 0.380
H -10.07227 -8.49671 -3.83575 0.674
C -6.12596 -9.24464 -4.19800 -0.669
C -1.16095 6.60268 -13.07935 -1.229
H 2.06594 7.10351 -15.56332 0.397
C 2.87021 10.63246 11.44197 -0.868
H -11.55283 -7.35014 -9.45592 0.291
H 7.71324 -5.06777 1.87114 0.402
N 2.58995 -11.42515 -0.66937 0.135
H 2.85416 -9.43145 -1.29678 0.338
As 0.04748 -2.72646 0.53641 2.008
C -2.44214 9.36120 -13.16029 -0.972
H -11.48639 -8.83005 -6.44929 0.208
H 6.19457 -3.85211 -5.24294 0.348
C -2.11885 4.84513 -7.99027 -1.232
H 1.77688 8.03535 6.47979 0.397
C 8.51423 -2.00018 -0.82157 -0.877
H 0.09151 -6.51223 8.65080 0.295
H -10.78579 -11.37863 -3.85509 0.362
H -4.58413 -3.45332 9.86691 0.454
C 9.13471 -3.95481 0.60683 -0.799
H -2.37228 -4.85818 10.13995 0.646
H -8.25617 7.30840 -12.63873 0.376
F 1.78013 -2.06531 0.67161 -0.534
H -11.11592 -5.14934 -7.36615 0.359
H -3.16522 11.37228 -16.87070 0.351
H -8.26638 -2.61596 -3.05861 0.313
C -2.69054 6.01654 -10.21265 -0.715
C -0.28238 -1.56502 10.19293 -1.019
H 3.04884 -13.25678 -1.69099 0.445
C -9.91601 -11.22356 -4.49347 -1.164
C 7.14031 4.78762 11.56997 -1.271
C 11.15175 0.12961 -1.84585 -0.550
H -10.55491 -4.46792 -9.67951 0.319
C -0.60293 -5.09138 11.21163 -0.936
H 5.99888 5.95809 12.86192 0.324
H 2.43812 -1.77674 9.80896 0.388
H -6.11468 -3.12035 8.21823 0.385
H 6.13079 -3.08343 -2.94601 0.336
C 0.72090 -12.42514 2.34485 -0.177
H -9.46021 -6.32666 -2.80515 0.425
C 8.25165 10.45017 11.27386 -0.875
H 6.89533 -3.88245 0.97021 0.315
H 14.26977 1.54408 -1.96190 0.387
C -10.61628 -5.52635 -9.93259 -1.205
H -2.66877 -2.04934 8.16826 0.586
H -9.66704 -2.64954 -4.02228 0.303
H -5.03626 -7.99924 -5.59059 0.293
C -6.44387 6.50385 -13.74287 -0.519
C -10.38314 -10.51329 -5.78528 -0.481
F 0.78557 -4.34193 0.26211 -0.504
F -0.69681 -1.10341 0.88273 -0.496
H 0.23795 -1.97713 11.05752 0.480
C -4.84163 -8.48293 -4.63337 -1.307
C -3.49407 -3.12449 12.63360 -0.726
H 5.43240 2.75986 -4.85570 0.321
H 8.98441 -4.08645 -1.43883 0.258
H 5.42092 6.14287 9.81854 0.312
H -5.65000 7.22614 -12.06623 0.264
C 7.58487 0.44549 -2.01436 -1.379
H 1.90243 -0.41893 9.04763 0.373
H -9.63318 -4.12128 -1.42906 0.438
H -0.40848 -10.55451 2.24587 0.375
H 12.41921 0.84053 -3.47068 0.388
H -1.82830 8.08369 -10.60762 0.595
H -10.10138 -5.01849 -5.04946 0.493
H -7.22637 -7.51573 -6.24521 0.578
H 0.41922 11.56846 13.71261 0.394
H -10.89823 -5.55345 -10.98514 0.402
H -3.06792 10.02204 -12.56048 0.717
C -9.34054 -2.78852 -2.99165 -1.181
H -5.27853 -1.66338 7.59118 0.398
C 6.00435 3.36453 -4.15189 -1.258
H -1.88180 4.79246 -6.92767 0.375
H -4.57352 -4.92937 14.30560 0.350
H 8.16941 1.03735 -1.31000 0.724
H 2.13080 12.04903 13.70885 0.321
H -5.23959 -1.86352 9.86669 0.348
H -6.45134 5.47435 -13.38484 0.343
C -2.12731 11.37722 -16.53784 -1.370
H -11.02003 -11.21910 -6.31848 0.498
N 1.47627 -12.35898 1.11503 0.182
H 8.51626 10.84323 12.25547 0.405
H 6.89624 9.05434 9.24710 0.572
H -3.34526 -4.16391 12.34106 0.367
H -6.31791 -10.01247 -4.94746 0.337
H -4.05458 -9.17454 -4.93390 0.415
H -6.15856 6.43132 -14.79237 0.377
H -8.50686 6.44714 -14.15649 0.360
H 2.48807 6.09528 -14.20050 0.332
C 0.49487 -1.85402 8.86606 -0.247
H -0.78304 11.06467 -14.82337 0.343
F -1.50040 -3.47341 0.43762 -0.448
C 5.61560 6.67308 10.75079 -0.701
H 5.68500 -1.40110 -3.45055 0.323
H -8.03829 -8.50922 -3.43311 0.497
H -9.87613 -2.10158 -2.33640 0.373
H 2.96915 10.84799 9.39352 0.563
H 6.28103 11.08355 11.43584 0.268
C 2.91187 -2.02186 7.73221 -1.207
H -1.82031 12.39899 -16.76105 0.398
C 12.47319 0.37234 -2.48783 -0.535
H 0.41831 8.30146 -14.30116 -0.015
H -1.91912 5.30936 -10.51740 0.469
C -3.94403 6.83227 -13.51548 -1.271
H -12.01048 -6.61140 -6.95925 0.436
C 6.27987 -2.28656 -3.67462 -0.683
P -1.78073 -2.55774 10.37109 0.424
H 0.06406 7.90870 -11.87803 0.343
H 2.54565 -10.71460 -2.53178 0.363
H 2.18394 9.46199 9.85905 0.342
H -5.50988 8.36022 -13.51413 0.308
P -2.64234 7.58335 -12.64449 0.394
H 3.74319 -2.09534 -5.03531 0.341
H 9.40206 -3.25917 1.40226 0.393
C -3.82228 -2.90577 14.09208 -0.261
H 4.15144 -10.56036 -1.58753 0.334
C 1.41936 11.29207 13.37879 -1.368
H -12.17047 -9.57223 -4.98995 0.554
H -1.32556 5.56257 -12.79799 0.736
H 3.22463 6.30019 8.47626 0.400
H -7.89040 -9.07004 -6.04072 0.548
H -7.89122 8.12420 -13.98954 0.366
H -3.92079 -4.38539 7.54395 0.207
H 4.99170 8.01468 7.64234 0.533
C 4.48136 7.73006 11.02804 -0.906
C -0.00467 -6.47781 10.85234 -0.784
H -6.04079 -9.75513 -3.23871 0.382
H 1.19322 11.95515 11.41710 0.301
H 7.95385 5.48041 11.78513 0.284
H 6.56064 9.31680 11.76474 0.212
H -1.44411 9.62488 -12.81027 0.622
H 5.47105 4.24458 -3.79244 0.374
C -1.85181 11.03055 -15.03470 -0.439
H -3.64133 7.02166 -14.54535 0.640
H -1.91850 6.92960 -8.27027 0.370
H 9.13490 9.21713 9.68310 0.258
C -9.87872 -6.91132 -7.35994 -1.015
H 0.26353 -4.43101 11.24691 0.374
H -9.61025 -10.25812 -6.51027 0.255
C -9.76637 -4.16478 -2.51002 -0.749
H 1.59831 -10.24819 0.85747 0.339
H 8.61006 8.41084 11.26871 0.096
H -3.10082 -0.77503 9.23986 0.553
C 2.17753 7.04980 6.71704 -1.030
H -1.35407 -2.72517 12.68020 0.598
C -11.62522 -6.32183 -9.10175 -0.518
H 8.49916 -2.81190 -3.78248 0.739
C -7.82248 7.10205 -13.61723 -1.426
C 4.19918 -3.07223 -4.87450 -1.296
H 10.64864 1.07697 -1.65222 0.332
H 12.83898 1.93533 -0.96355 0.337
C 3.10726 10.00250 10.06745 -0.948
H 1.73950 -14.43578 0.39343 0.404
H 4.66304 8.22021 11.98452 0.613
H -2.90757 -3.02646 14.67248 0.394
H -1.18699 4.77849 -8.55178 0.327
H 6.87035 3.72401 -4.70769 0.339
C 5.74451 -2.88566 -5.01591 -0.568
C 10.33020 -0.80898 -2.80862 -1.314
H 10.58741 -1.86557 -2.88315 0.773
C -1.41211 -4.34339 10.10573 -0.714
H 2.17217 7.66973 8.65070 0.181
H 3.88365 -3.69211 -4.03528 0.358
H 11.20557 -0.42975 -0.91187 0.290
C 1.66312 6.63529 -14.66521 -1.308
H -9.00110 -6.42013 -7.78020 0.586
H 0.68255 6.32374 -11.92765 0.509
H 0.44728 -13.46339 2.53269 0.315
H 0.88313 5.93389 -14.96151 0.293
H -2.08641 8.93157 -15.35646 0.486
H 3.87046 -3.47675 -5.83179 0.415
C -11.24548 -9.27339 -5.48310 -0.879
C -11.22345 -6.20915 -7.59712 -0.732
H -0.37328 -0.50376 10.42438 0.705
C -7.27635 -8.26660 -4.17384 -0.520
C 4.05724 8.33604 8.10235 -0.881
C 1.82861 -11.22404 0.45613 -0.187
H -4.04451 -3.05724 6.33799 0.307
F 0.06488 -3.01809 2.34410 -0.526
C 7.78068 -4.51717 0.93285 -1.237
C -2.62300 6.17223 -8.61399 -0.503
H 0.64192 -6.72282 11.69494 0.418
H -3.66945 7.89564 -10.55881 0.596
C -9.11639 -5.36580 -3.18807 -0.794
C -4.58433 -3.66714 7.06238 -1.152
H 3.50712 5.53614 5.79959 0.300
H 1.27043 6.47633 6.90786 0.421
P -9.34170 -7.04427 -5.57816 0.659
H -0.81097 -7.21118 10.86355 0.379
H 12.97271 -0.56922 -2.71590 0.329
H -4.30551 -1.92961 14.13322 0.294
H 1.94790 8.29036 -13.35552 0.531
H 10.36238 -0.45999 -3.84075 0.568
H 10.36092 -3.10866 -0.87527 0.320
H 3.84153 9.24891 7.54716 0.566
H -10.83851 -4.30147 -2.65115 0.312
H -5.87799 -3.72549 14.14425 0.333
H 13.80432 0.45660 -0.77095 0.337
P 8.54871 -1.04445 -2.32673 0.769
H -8.08529 -5.51608 -2.86813 0.388
H 6.57503 7.13088 10.50993 0.190
H 8.37830 1.87565 -3.38599 0.363
C -7.84457 -8.09370 -5.55829 -0.928
H -12.63922 -5.95086 -9.25100 0.361
H -4.32813 -2.92689 11.96026 0.149
H -9.43515 -12.18385 -4.67975 0.378
H 3.47232 7.09882 4.93081 0.283
H 6.28555 10.66128 9.09503 0.578
H -1.13734 -11.87348 1.31170 0.348
H -2.41921 11.67303 -14.36137 0.335
H 7.56811 -5.28021 0.18407 0.294
C 13.36912 1.14516 -1.49523 -1.316
P 4.55858 8.97187 9.78036 0.939
H -0.03690 -1.32415 8.07577 0.369
H -1.00886 -4.33901 9.09306 0.652
H -4.92070 -3.80641 15.62952 0.399
H -2.34443 -1.27624 12.25204 0.525
H -3.67397 5.57636 -10.37756 0.241
C 6.74652 10.15803 11.09700 -0.327
C 9.29174 -3.28844 -0.76294 -0.430
H -0.92245 -5.09836 12.25373 0.347
C -4.55003 -2.50933 9.32304 -0.567
H 5.44210 1.88131 -2.60093 0.352
H 8.47146 11.34334 10.68903 0.408
H 1.31741 -7.52467 9.46641 0.376
H 3.48890 7.27965 11.01273 0.667
H 0.82963 10.21205 11.67084 0.348
H 0.39553 -2.90088 8.57912 0.131
H 2.31563 5.92858 4.59675 0.385
H 7.44101 -2.19041 -0.83252 0.555
H 3.42792 11.55897 11.57857 0.349
H 3.33265 9.96925 12.17300 0.320
C 6.31693 2.45526 -2.90648 -0.481
H 6.75804 2.98499 -2.06214 0.353
C -9.15482 -5.44177 -4.71337 -0.766
H -5.21371 -4.24039 6.38167 0.371
H 7.14629 0.75506 -4.12054 0.423
H -9.25747 -10.56425 -3.92804 0.186
```

***

Record 2
Below is a structure of composition C16H48AsF6O8, with properties calculated with ωB97M-V with the def2-TZVPD basis set.

ΔE to the lowest compared entry with this formula, charge and spin = 0.0 kcal/mol
gap between HOMO and LUMO = 9.51 eV
charge = -1

Geometry as XYZ:
```
79
Properties=species:S:1:pos:R:3:mulliken_charge:R:1
H 2.66662 4.97135 -1.43680 0.339
C -3.84597 -0.64204 2.49892 -1.328
H -0.87248 -3.96555 -5.44067 0.360
H 2.81733 2.14602 1.72404 0.026
H 0.43725 2.09579 2.45370 0.485
H 1.96626 3.48678 4.32485 0.304
C -4.15392 1.70910 1.70668 -1.240
O 0.54538 2.43911 3.35394 -0.579
H 2.33919 5.18192 2.61218 0.416
H 3.00959 1.51707 3.36064 0.316
H -1.14924 -3.25618 -2.66071 0.023
C -1.33105 -4.13631 1.31074 -0.446
H -0.60978 1.21403 4.13350 0.471
H 0.41540 -2.96258 -4.73708 0.210
F -1.13610 -0.82957 0.99584 -0.483
H 0.47015 -0.77575 3.96323 0.258
C -4.00509 -0.96311 -1.95411 -0.106
C 3.52523 2.42695 -2.02834 -0.913
O 4.59560 4.18122 -3.29444 -0.564
H -1.14271 -3.50328 2.18631 0.085
As -0.27224 0.01896 -0.20802 2.298
C -3.51355 0.81145 2.76581 1.807
H -3.38356 -1.05172 1.60711 0.091
H 5.52595 4.06185 -3.49266 0.336
H -1.21629 -1.02126 3.38859 -0.124
H 5.31309 3.48909 -1.46967 0.287
C 0.00722 -4.81449 -3.67053 0.534
C 2.90792 2.43368 2.77506 -1.037
C 2.87909 -1.64185 -2.87025 -0.583
C -1.09704 -4.34333 -2.74478 -0.985
H 2.02600 -1.14559 -3.34781 0.214
H 4.28276 5.71424 -1.25973 0.333
H 3.83590 3.00023 2.89986 0.441
H -3.35702 -1.58437 -2.57409 0.139
H 1.30555 -4.07424 -2.40831 0.273
O -3.88407 0.42096 -2.28420 -0.612
C -0.58840 -0.73901 4.24156 -0.319
H -3.05508 0.73331 -1.90071 0.409
C 4.35381 3.70329 -1.96803 0.382
H -0.16786 -5.85170 -3.96950 0.311
H 3.63400 -0.87475 -2.64740 0.239
H -3.61353 -1.25164 3.37501 0.322
H 3.34144 -2.32602 -3.58489 0.342
H -5.05603 -1.22031 -2.06232 0.350
H 3.73301 4.54948 -0.08029 0.194
O -3.99140 1.17950 4.07078 -0.584
O -2.26915 -3.55530 0.43628 -0.535
H 1.38886 4.24836 1.40715 0.181
H -0.89110 -4.70568 -1.73234 0.241
F 0.58015 0.76293 -1.50261 -0.489
H 3.37333 1.93990 -1.06498 0.253
C 3.70282 4.79621 -1.14500 -1.143
H -4.94796 1.07763 4.04142 0.358
H -3.68085 2.69137 1.69200 0.313
H -2.06236 -4.75039 -3.04532 0.492
F -0.74612 -1.21718 -1.31867 -0.533
C 0.10111 -3.98592 -4.93171 -1.232
F 0.22264 1.26586 0.88679 -0.678
H -1.83603 -2.80952 0.00812 0.154
C 1.72268 3.24756 3.28530 0.400
H 0.78529 -4.46467 -5.63631 0.332
H -1.72198 -5.09797 1.64128 0.329
O -0.95460 0.53433 4.72891 -0.499
H -3.73497 -1.13878 -0.90526 -0.139
H -2.43815 0.97380 2.75105 -0.856
H 2.34154 -1.75069 -1.01824 0.337
H 3.94987 1.73400 -2.74939 0.224
H 0.58982 5.00940 2.78688 0.353
H -3.99711 1.27005 0.71600 0.144
H -5.22985 1.80390 1.86020 0.440
H -0.36563 -4.32797 0.82288 0.204
F 1.20526 -0.81556 0.15643 -0.587
H -0.75301 -1.45601 5.04526 0.328
O 2.51292 -2.36414 -1.74390 -0.527
F -1.70417 0.92490 -0.57456 -0.500
O 1.27371 -4.82984 -3.01229 -0.561
C 1.49962 4.50108 2.46289 -1.254
H -4.93242 -0.75546 2.35188 0.503
H 2.52456 2.73304 -2.35314 0.256
```

***

Question: Among the records above, which one has the lowest ΔE to the lowest compared entry with this formula, charge and spin?
Answer: C16H48AsF6O8

***

Question: The highest ΔE to the lowest compared entry with this formula, charge and spin belongs to which entry?
Answer: C86H191AsF6N2P5

***

Question: charge of number 1 (C86H191AsF6N2P5)?
Answer: +5